(1)
Here is an isolated ion of composition C4H5O5S2 and charge -1 from the Open Molecules 2025 dataset. Energies are from the ωB97M-V functional and the def2-TZVPD basis.

gap between HOMO and LUMO (spin up / spin down): 5.86 / 6.26 eV
net charge: -1
E_LUMO (spin up / spin down): 3.41 / 0.74 eV
relative energy (zero: lowest compared OMol25 entry of this formula, charge and spin): 0.0 kcal/mol
E_HOMO (spin up / spin down): -2.448 / -5.522 eV
⟨S²⟩: 2.01
spin multiplicity: 3

Last column: Mulliken charge in e.
Element x y z (Å)
C 0.26 -0.53 -0.48  -0.584
C -1.06 -0.34 -0.30  -0.245
C 1.13 0.38 0.22  -0.648
C -1.56 0.63 0.60  -0.330
O -0.07 0.29 2.81  -0.714
O -0.13 2.41 -0.95  -0.677
O 0.29 2.88 1.37  -0.638
O -2.36 0.99 3.07  -0.701
O -1.91 -1.23 2.39  -0.674
S -0.03 1.86 0.40  1.069
S -1.44 0.12 2.36  1.237
H 0.62 -1.27 -1.19  0.414
H -1.67 -0.64 -1.16  0.270
H 1.25 0.28 1.43  0.382
H 2.03 0.65 -0.33  0.418
H -2.63 0.88 0.53  0.420


(2)
Here is one molecule with the formula C2H3NO from the Open Molecules 2025 dataset. Energies are from the ωB97M-V functional and the def2-TZVPD basis.

gap between HOMO and LUMO: 12.01 eV
E_LUMO: 0.54 eV
relative energy (zero: lowest compared OMol25 entry of this formula, charge and spin): 24.3 kcal/mol
E_HOMO: -11.464 eV

Last column: Mulliken charge in e.
Element x y z (Å)
C -0.33 -0.35 0.25  -0.186
C -0.18 0.30 -1.12  0.269
H 1.31 0.33 1.04  0.325
H -0.94 -1.34 0.27  0.254
H -0.82 0.49 0.88  0.200
N -0.02 1.04 -1.99  -0.378
O 0.98 -0.48 0.67  -0.485


(3)
Here is C7H5Cl4F as an isolated structure from the Open Molecules 2025 dataset. Energies are from the ωB97M-V functional and the def2-TZVPD basis.

gap between HOMO and LUMO: 8.39 eV
E_LUMO: 0.28 eV
relative energy (zero: lowest compared OMol25 entry of this formula, charge and spin): 97.9 kcal/mol
E_HOMO: -8.111 eV

Last column: Mulliken charge in e.
Element x y z (Å)
F -2.80 -1.16 -0.78  -0.306
C -1.60 -0.68 -0.87  0.053
C -1.18 0.48 -0.26  -0.155
C 0.12 0.97 -0.28  -0.922
C 1.08 0.20 -0.98  -0.202
C 0.71 -0.91 -1.71  -0.818
C -0.63 -1.39 -1.55  -0.208
H -1.95 0.99 0.29  0.330
H 0.36 1.91 0.20  1.038
H 2.09 0.57 -1.13  0.428
H 1.39 -1.24 -2.48  0.355
H -0.88 -2.27 -2.12  0.384
C 0.65 0.49 2.36  0.509
Cl -0.05 -1.13 2.30  -0.093
Cl -0.56 1.65 2.01  -0.154
Cl 1.39 0.93 3.91  -0.111
Cl 1.85 0.57 1.09  -0.128


(4)
Here is C27H27CrN14O3S2 as an isolated structure from the Open Molecules 2025 dataset. Energies are from the ωB97M-V functional and the def2-TZVPD basis.

gap between HOMO and LUMO (spin up / spin down): 6.56 / 6.56 eV
net charge: -2
E_LUMO (spin up / spin down): 3.23 / 3.13 eV
relative energy (zero: lowest compared OMol25 entry of this formula, charge and spin): 14.0 kcal/mol
E_HOMO (spin up / spin down): -3.326 / -3.434 eV
⟨S²⟩: 3.80
spin multiplicity: 4

Last column: Mulliken charge in e.
Element x y z (Å)
Cr -0.15 0.85 -0.02  -0.722
N 3.05 1.76 -1.26  0.020
C 2.29 0.89 -2.00  0.588
N 2.77 0.20 -3.03  -0.823
N 1.72 -0.57 -3.41  -0.617
N 0.70 -0.35 -2.68  -0.418
N 1.01 0.60 -1.75  0.969
C 2.55 2.52 -0.24  0.198
N 3.19 3.55 0.29  -0.646
N 2.34 4.02 1.23  -0.702
N 1.27 3.31 1.27  -0.472
N 1.37 2.32 0.34  0.939
H 3.96 2.01 -1.62  0.253
S -2.12 -0.36 -0.37  -0.452
C -1.48 -1.94 -0.11  0.533
N -2.18 -3.00 -0.31  -0.811
N -1.48 -4.21 -0.25  -0.071
C -0.46 -4.51 -1.15  0.778
C 0.01 -5.83 -1.19  -0.770
C 1.05 -6.19 -2.02  -0.294
C 1.66 -5.24 -2.84  -0.827
C 1.19 -3.94 -2.81  -0.360
C 0.14 -3.56 -1.99  -0.841
N -0.10 -2.13 0.23  -0.912
N 0.57 -1.10 0.34  1.365
C 1.96 -1.33 0.62  0.253
C 2.61 -2.41 0.02  0.022
C 3.96 -2.58 0.27  -0.687
C 4.64 -1.70 1.09  -0.546
C 3.98 -0.63 1.68  -0.919
C 2.63 -0.44 1.44  -0.202
H -2.14 -4.96 -0.13  0.291
H -0.45 -6.57 -0.54  0.334
H 1.40 -7.22 -2.03  0.347
H 2.49 -5.52 -3.49  0.409
H 1.65 -3.18 -3.44  0.482
H -0.19 -2.54 -2.01  0.830
H 2.06 -3.07 -0.64  0.114
H 4.49 -3.40 -0.21  0.428
H 5.70 -1.84 1.27  0.372
H 4.51 0.06 2.32  0.442
H 2.08 0.38 1.89  0.295
N -1.28 2.61 -0.46  0.134
C -2.27 2.75 -1.51  0.491
C -1.90 2.58 -2.83  -0.167
C -2.84 2.80 -3.83  -0.805
C -4.14 3.16 -3.52  -0.042
C -4.51 3.28 -2.18  -0.806
C -3.57 3.08 -1.18  -0.467
S -5.36 3.46 -4.81  1.285
O -6.08 2.20 -4.93  -0.688
O -4.57 3.81 -5.98  -0.717
O -6.17 4.55 -4.27  -0.715
H -1.71 2.78 0.45  0.254
H -0.55 3.31 -0.56  0.350
H -0.89 2.28 -3.08  0.275
H -2.57 2.70 -4.88  0.443
H -5.52 3.57 -1.95  0.383
H -3.85 3.20 -0.14  0.335
C -1.77 1.61 5.15  -1.745
C -0.44 1.02 4.65  2.065
C 0.71 1.95 5.06  -1.599
C -0.23 -0.36 5.28  -1.602
C -0.47 0.91 3.19  0.036
C -0.47 0.90 1.97  -0.155
H -1.76 1.69 6.24  0.403
H -2.60 0.98 4.84  0.378
H -1.92 2.61 4.73  0.351
H 0.71 2.11 6.14  0.426
H 0.63 2.91 4.55  0.368
H 1.67 1.51 4.77  0.290
H -0.22 -0.29 6.37  0.407
H 0.71 -0.79 4.95  0.306
H -1.03 -1.04 4.98  0.358


(5)
Here is C8H17BrCl4N3O2S as an isolated structure from the Open Molecules 2025 dataset. Energies are from the ωB97M-V functional and the def2-TZVPD basis.

gap between HOMO and LUMO: 7.79 eV
net charge: +1
E_LUMO: -4.88 eV
E_HOMO: -12.665 eV

Last column: Mulliken charge in e.
Element x y z (Å)
C -1.40 -2.63 -1.80  -1.018
C -0.31 -1.95 -0.75  -0.231
C 0.01 -0.38 -1.07  -0.166
Br -0.18 -0.12 -3.09  -0.088
N 1.39 0.10 -0.66  0.007
S 2.55 0.32 -2.00  -0.090
C 1.71 0.38 0.66  0.296
N 3.14 0.84 0.98  -0.500
N 0.67 0.17 1.75  -0.272
O -0.18 1.20 1.87  -0.216
C -0.11 1.83 3.20  -0.552
C 0.90 3.16 3.19  0.106
C 0.59 4.13 1.88  -1.006
O 2.32 2.81 3.35  -0.525
H -0.81 -3.00 -2.74  0.323
H -1.90 -3.55 -1.23  0.300
H -2.29 -1.89 -2.05  0.308
H 0.67 -2.62 -0.68  0.261
H -0.85 -1.97 0.31  0.234
H -0.82 0.33 -0.59  0.357
H 2.66 1.68 -2.33  0.219
H 3.22 0.70 2.03  0.361
H 3.26 1.86 0.79  0.292
H 1.22 -0.03 2.61  0.398
H 0.09 1.11 4.09  0.370
H -1.19 2.29 3.40  0.302
H 0.56 3.79 4.14  0.285
H 0.64 3.48 0.91  0.217
H 1.34 5.05 1.79  0.355
H -0.50 4.57 1.99  0.331
H 2.80 3.32 2.61  0.359
C -3.84 -5.00 -4.52  0.342
Cl -5.07 -5.47 -5.72  -0.087
Cl -4.57 -4.97 -2.89  -0.096
Cl -2.50 -6.18 -4.54  -0.091
Cl -3.21 -3.38 -4.92  -0.085


(6)
Here is C13H17AlAsF6N3O2SSi as an isolated structure from the Open Molecules 2025 dataset. Energies are from the ωB97M-V functional and the def2-TZVPD basis.

gap between HOMO and LUMO (spin up / spin down): 8.76 / 5.53 eV
net charge: +1
E_LUMO (spin up / spin down): -3.69 / -6.92 eV
relative energy (zero: lowest compared OMol25 entry of this formula, charge and spin): 0.0 kcal/mol
E_HOMO (spin up / spin down): -12.450 / -12.448 eV
⟨S²⟩: 0.78
spin multiplicity: 2

Last column: Mulliken charge in e.
Element x y z (Å)
Al 1.20 -0.86 1.08  0.463
C -1.48 4.02 0.86  -1.003
Si -0.48 4.11 -0.71  0.204
C 1.10 5.04 -0.43  -0.989
C -1.50 4.75 -2.12  -1.087
C -0.07 2.28 -1.18  0.329
C -0.43 1.75 -2.43  -0.085
C -0.24 0.42 -2.75  -1.125
C 0.28 -0.45 -1.79  0.043
N 0.63 0.01 -0.61  -0.150
C 0.50 1.34 -0.30  0.186
S 1.21 1.65 1.22  -0.152
H -1.67 5.03 1.23  0.356
H -0.94 3.48 1.64  0.331
H -2.45 3.53 0.71  0.331
H 0.86 6.08 -0.20  0.339
H 1.76 5.02 -1.30  0.359
H 1.64 4.62 0.42  0.317
H -1.84 5.76 -1.91  0.337
H -2.38 4.12 -2.28  0.347
H -0.93 4.79 -3.06  0.334
H -0.85 2.41 -3.18  0.434
H -0.50 0.04 -3.73  0.432
H 0.40 -1.52 -1.95  0.662
F 2.61 -1.68 0.09  -0.491
As 3.82 -2.21 1.41  2.025
F 2.53 -1.09 2.30  -0.503
F 2.70 -3.45 1.74  -0.401
F 4.64 -2.43 2.85  -0.404
F 4.72 -3.14 0.35  -0.397
F 4.61 -0.76 1.06  -0.430
C -1.90 -5.38 -0.19  -0.873
N -1.46 -4.21 0.59  0.079
C -2.08 -3.85 1.74  0.310
C -1.73 -2.74 2.45  -1.225
C -0.66 -2.01 1.91  0.986
O -0.16 -0.89 2.36  -0.489
N -0.01 -2.41 0.81  -0.046
C -0.40 -3.47 0.05  0.485
O 0.07 -3.74 -1.04  -0.636
H -2.67 -5.90 0.37  0.303
H -1.06 -6.04 -0.36  0.321
H -2.29 -5.06 -1.15  0.310
H -2.88 -4.50 2.07  0.358
H -2.23 -2.45 3.36  0.503


(7)
Here is C21H46LuNOP3Se as an isolated structure from the Open Molecules 2025 dataset. Energies are from the ωB97M-V functional and the def2-TZVPD basis.

gap between HOMO and LUMO (spin up / spin down): 5.72 / 5.82 eV
net charge: +3
E_LUMO (spin up / spin down): -10.02 / -10.32 eV
relative energy (zero: lowest compared OMol25 entry of this formula, charge and spin): 120.5 kcal/mol
E_HOMO (spin up / spin down): -15.742 / -16.140 eV

Last column: Mulliken charge in e.
Element x y z (Å)
Lu -2.34 0.42 -0.92  0.652
P -1.43 -2.11 0.18  1.190
P 1.69 0.19 0.95  1.370
P 0.55 -0.89 -2.28  1.056
H -3.53 2.64 -1.66  0.383
C -3.43 1.71 -2.25  -0.910
C -4.24 0.59 -1.87  -0.779
H -4.92 0.69 -1.00  0.428
C -3.16 -1.70 0.72  -1.675
C -1.18 -3.60 1.22  -1.584
C -2.00 -2.83 -1.43  -1.225
C 3.28 1.05 0.72  -1.263
C 1.22 0.85 2.58  -1.289
C 2.29 -1.50 1.39  -1.345
C -0.10 -0.86 -4.01  -1.256
C 1.16 -2.64 -2.11  -1.457
C 2.24 -0.23 -2.61  -0.882
H -2.95 1.81 -3.24  0.496
H -4.56 -0.17 -2.61  0.360
H -3.89 -1.84 -0.09  0.624
H -3.28 -0.70 1.18  0.186
H -3.39 -2.45 1.48  0.646
H -0.60 -3.41 2.15  0.391
H -0.69 -4.40 0.65  0.484
H -2.19 -3.96 1.51  0.573
H -2.94 -2.35 -1.77  0.548
H -2.23 -3.88 -1.18  0.499
H -1.29 -2.80 -2.27  0.219
H 3.81 1.04 1.68  0.530
H 3.16 2.10 0.40  0.451
H 3.87 0.52 -0.04  0.365
H 2.14 1.16 3.08  0.526
H 0.72 0.07 3.17  0.366
H 0.55 1.72 2.50  0.222
H 2.72 -1.43 2.40  0.477
H 3.06 -1.83 0.68  0.406
H 1.47 -2.23 1.41  0.229
H 0.61 -1.38 -4.66  0.494
H -0.19 0.19 -4.34  0.217
H -1.08 -1.33 -4.07  0.404
H 1.75 -2.87 -3.02  0.476
H 0.38 -3.40 -2.01  0.516
H 1.82 -2.71 -1.23  0.242
H 2.52 -0.49 -3.64  0.579
H 2.97 -0.65 -1.92  0.400
H 2.25 0.85 -2.52  -0.161
C 1.05 2.81 -2.26  0.106
C 0.10 2.80 -3.30  -0.470
C 0.56 2.88 -4.64  -0.325
C 1.92 3.12 -4.91  -0.575
C 2.81 3.35 -3.85  -0.337
C 2.33 3.34 -2.53  -0.543
Se 0.57 1.89 -0.51  -0.233
H -0.10 -1.09 0.50  -0.535
H -0.96 2.70 -3.09  0.387
H -0.15 2.79 -5.46  0.477
H 2.26 3.16 -5.95  0.440
H 3.85 3.55 -4.08  0.459
H 2.93 3.72 -1.70  0.389
C -2.93 1.93 4.50  -0.950
N -2.51 1.20 3.31  0.229
C -2.34 -0.24 3.45  -0.829
C -2.50 1.80 2.13  0.576
C -2.72 3.24 2.01  -1.476
O -2.35 1.09 1.05  -0.129
H -2.89 1.25 5.34  0.345
H -3.96 2.32 4.41  0.377
H -2.30 2.80 4.72  0.357
H -1.44 -0.60 2.94  -0.009
H -2.27 -0.46 4.52  0.434
H -3.20 -0.78 3.05  0.462
H -2.18 3.78 2.79  0.489
H -2.36 3.58 1.04  0.311
H -3.79 3.45 2.07  0.398


(8)
Here is one molecule with the formula C22H35N3O4 from the Open Molecules 2025 dataset. Energies are from the ωB97M-V functional and the def2-TZVPD basis.

gap between HOMO and LUMO: 9.02 eV
E_LUMO: 0.75 eV
relative energy (zero: lowest compared OMol25 entry of this formula, charge and spin): 3.7 kcal/mol
E_HOMO: -8.272 eV

Last column: Mulliken charge in e.
Element x y z (Å)
C -4.36 -3.98 4.49  -1.115
C -3.67 -2.63 4.62  -0.315
H -4.34 -1.90 5.09  0.327
H -2.75 -2.71 5.20  0.328
O -3.26 -2.13 3.35  -0.341
C -4.22 -1.51 2.63  0.828
O -5.34 -1.32 3.03  -0.662
N -3.78 -1.16 1.40  0.162
C -2.40 -1.21 0.97  -1.155
H -1.83 -1.81 1.67  0.641
C -1.84 0.20 0.87  0.636
N -2.65 0.99 -0.04  0.342
C -4.01 1.08 0.46  -0.610
C -4.61 -0.33 0.55  -1.083
H -5.61 -0.30 0.97  0.504
H -4.64 -0.77 -0.45  0.307
H -4.60 1.68 -0.24  0.433
H -4.06 1.56 1.45  0.346
C -2.06 2.30 -0.29  -1.311
C -0.78 2.17 -1.07  0.292
C -0.73 1.34 -2.19  0.102
C 0.43 1.22 -2.93  -0.645
C 1.57 1.95 -2.58  0.932
C 1.52 2.78 -1.47  -0.371
C 0.36 2.88 -0.73  -1.214
H 0.34 3.53 0.14  0.346
H 2.38 3.36 -1.17  0.449
O 2.64 1.78 -3.41  -0.498
C 3.85 2.44 -3.15  -0.844
C 4.67 1.86 -1.98  0.365
O 6.00 2.32 -2.05  -0.612
H 6.41 1.96 -2.85  0.374
C 4.58 0.32 -1.96  -1.082
N 3.39 -0.13 -1.26  0.884
C 3.58 -0.18 0.17  -1.245
C 2.24 -0.41 0.87  -0.076
C 1.64 -1.72 0.39  -0.806
C 1.52 -1.69 -1.13  0.301
C 2.88 -1.39 -1.76  -1.332
H 2.76 -1.31 -2.84  0.478
H 3.57 -2.22 -1.54  0.357
H 1.14 -2.64 -1.51  0.397
H 0.82 -0.90 -1.41  -0.282
H 0.66 -1.88 0.85  0.032
H 2.29 -2.55 0.69  0.473
H 2.39 -0.41 1.95  0.435
H 1.58 0.42 0.61  -0.087
H 4.02 0.76 0.51  0.481
H 4.28 -0.99 0.45  0.329
H 5.50 -0.07 -1.49  0.281
H 4.54 -0.04 -2.99  0.523
H 4.29 2.24 -1.03  0.078
H 3.69 3.52 -2.99  0.267
H 4.43 2.32 -4.07  0.497
H 0.47 0.58 -3.80  0.406
H -1.61 0.78 -2.46  0.405
H -2.78 2.87 -0.89  0.414
H -1.88 2.85 0.64  0.340
H -0.82 0.17 0.48  -0.649
H -1.81 0.65 1.88  0.136
H -2.37 -1.68 -0.03  0.119
H -5.28 -3.86 3.92  0.307
H -4.60 -4.36 5.48  0.389
H -3.72 -4.69 3.98  0.289


Sequential strongest force on any atom output: 7.38 2.22 7.14 0.79 5.47 0.69 5.86 0.61 eV Å⁻¹